#one
Molecular formula: C5H18NO2
Method: DFT, ωB97M-V/def2-TZVPD

XYZ file:
```
26
Properties=species:S:1:pos:R:3
C -0.40178 0.16613 0.40680
H 0.23703 -0.70684 0.53359
H -0.73161 -0.26333 2.82121
H -1.02246 1.37375 -1.23456
H 2.68229 -0.74756 -3.37098
C -0.08744 0.50006 3.27888
H 0.96573 0.11535 -1.58867
H -1.67317 -3.35956 -1.09609
C 0.39956 1.33565 0.93065
O 2.35407 -1.02247 -2.49947
H -0.37958 0.77170 4.28148
H 3.11310 -1.37214 -2.01780
H -0.90517 2.28717 2.36028
C -0.92639 0.30756 -1.02606
H -2.37918 -2.78307 -2.42437
H 0.72705 2.44495 2.92489
H 0.29736 2.19137 0.20800
O -1.57925 -2.84230 -1.89834
H 1.46118 1.05008 0.92410
N 0.09819 -0.15605 -2.04609
H -0.01978 0.19848 -2.98103
H 0.92094 0.11825 3.29388
C 0.04295 1.75645 2.37680
H 0.03448 -1.18195 -2.09036
H -1.86510 -0.26697 -1.01358
H -1.36301 0.08529 0.94684
```

The charge is +1. The calculation puts the highest occupied orbital energy at -0.524 Eh.

#two
Molecular formula: C5H18NO2
Method: DFT, ωB97M-V/def2-TZVPD

XYZ file:
```
26
Properties=species:S:1:pos:R:3
H 1.78719 -0.12517 1.20445
O 2.41643 -2.65889 -0.90440
H 1.07148 -0.62896 -1.36589
H 3.22538 -3.10527 -1.11587
H -0.12139 -1.35810 1.87229
H -3.47740 1.21082 1.03605
H -1.93884 -0.23044 2.70516
O 3.38611 1.93539 -2.08623
N 1.17230 0.30756 -0.87362
H 0.63007 1.32121 0.95140
H -3.73654 0.10073 -0.87127
C 0.83872 0.21749 0.64742
H -3.60660 -0.94951 0.41144
H -0.85797 -1.16942 0.27170
H -1.95723 1.42985 0.02672
C -1.54219 0.26902 1.82321
H 4.28042 2.27999 -2.06251
H 0.78408 1.11107 -1.31290
C -2.97565 -0.46450 -0.24069
H -2.30863 -0.94607 -0.84198
C -2.43914 0.70556 0.68519
C -0.44853 -0.56374 1.13226
H 2.18890 0.54158 -0.86820
H 2.80675 2.68584 -2.43785
H 1.91162 -3.03976 -0.18498
H -1.08933 1.12373 2.39910
```

The charge is +1. The calculation puts the highest occupied orbital energy at -0.525 Eh.

#three
Molecular formula: C5H18NO2
Method: DFT, ωB97M-V/def2-TZVPD

XYZ file:
```
26
Properties=species:S:1:pos:R:3
N -0.25725 -0.12259 -2.09900
H -1.86987 0.91037 0.75780
H -2.21626 0.28919 -1.61194
C 0.28526 1.56648 2.12586
H 3.03507 -0.45620 -1.46175
H 1.11188 0.37200 0.53822
H 0.59581 1.96281 0.08475
H -2.48374 -3.09809 -0.74275
H -0.69577 1.91639 2.41487
H -1.13742 -0.57762 0.40827
O -1.63602 -2.90902 -1.15134
H -0.61434 -0.09332 -3.05634
H -1.08516 -3.69629 -1.14186
C -1.24287 0.66738 -1.29594
H 1.35364 -0.26827 2.66250
C 0.28352 1.08054 0.65667
C -1.04060 0.49023 0.18351
H 0.65047 0.33710 -2.21018
O 2.45887 -1.07527 -1.92802
C 0.72466 0.48781 3.13526
H 3.08074 -1.60614 -2.43994
H 1.24357 0.90262 3.99281
H -1.32229 1.67382 -1.67828
H 1.00090 2.38770 2.19014
H -0.08262 -1.10583 -1.87529
H -0.14019 -0.03578 3.54198
```

The charge is +1. The calculation puts the highest occupied orbital energy at -0.527 Eh.

#four
Molecular formula: C5H18NO2
Method: DFT, ωB97M-V/def2-TZVPD

XYZ file:
```
26
Properties=species:S:1:pos:R:3
H -3.14055 -1.01348 0.47465
H 1.51606 1.17191 3.53414
H 1.30289 -0.87269 0.65640
H -2.93995 1.48442 -1.01423
H 1.21902 0.59449 1.55183
C -1.40765 0.25117 -0.18599
H -1.82086 0.74738 0.77976
N 0.66071 -0.14522 1.05521
O 2.81329 -1.63518 0.00980
C -2.22375 -1.01164 -0.16681
H 1.46807 -0.27242 -1.92501
C -1.86587 1.22281 -1.27181
C 0.03403 0.38580 -0.25681
H -0.10223 -0.54098 1.58772
O 1.98895 1.63613 2.77139
H -1.62150 -1.84284 0.38900
H 3.10318 -2.51009 0.03746
H -1.66827 1.03725 -2.23192
H 3.22990 -1.05477 -0.66954
H -2.33026 -1.30927 -1.27903
C 0.42531 -0.49288 -1.64414
H -0.24980 -0.41385 -2.44085
H 2.13684 2.59123 2.97981
H 0.45534 1.34276 -0.41638
H 0.28458 -1.57228 -1.34208
H -1.26748 2.22226 -0.98254
```

The charge is +1. The calculation puts the highest occupied orbital energy at -0.524 Eh.

Energies in eV, measured from the most stable structure: #one 0.471; #two 1.598; #three 0.000; #four 1.784.

#one
Molecular formula: C2H8OS
Method: DFT, ωB97M-V/def2-TZVPD

XYZ file:
```
12
Properties=species:S:1:pos:R:3
H -1.91121 2.14239 0.99722
H 0.23572 0.80249 0.60341
H -0.01062 3.22238 -0.84883
C -0.30975 2.21324 -0.96753
O 0.86637 -5.12414 1.13073
H 1.44245 1.62547 -0.05273
H -0.67341 1.99225 -1.98234
H 0.79199 0.36136 -1.12821
S -2.05802 2.40373 -0.29605
C 0.56991 1.17005 -0.35812
H 0.44614 -4.75815 1.86018
H 0.61043 -6.05107 1.04227
```

The SMILES is CCS.O. The calculation puts the highest occupied orbital energy at -0.326 Eh.

#two
Molecular formula: C2H8OS
Method: DFT, ωB97M-V/def2-TZVPD

XYZ file:
```
12
Properties=species:S:1:pos:R:3
H 0.85227 -2.37940 -0.52402
H 0.65213 -1.49309 -2.05336
H -0.93896 0.23823 0.86616
O -0.75916 -0.69680 0.86689
C 0.71588 -1.40175 -0.97004
H 1.10429 2.37437 1.16141
H 1.46310 -0.70856 -0.59593
H -1.09577 -0.11047 -1.10552
H -1.40662 -1.73896 -0.76525
S 0.09247 2.78113 1.95069
C -0.67924 -0.95062 -0.54451
H -0.00039 4.08591 1.71348
```

The SMILES is CCO.S. The calculation puts the highest occupied orbital energy at -0.369 Eh.

Energies in eV, measured from the most stable structure: #one 0.130; #two 0.000.